{"formula": "C12H4CrO8", "method": "ωB97M-V with the def2-TZVPD basis set", "e_above_lowest_kj_mol": 87.8, "gap_ev": [6.295, 6.065], "total_charge": -2, "homo_ev": [-1.72, -1.69], "s2": 6.0145, "max_force_ev_per_a": 2.04, "energy_ev": -57311.857, "multiplicity": 5, "elements": ["Cr", "C", "C", "C", "O", "C", "C", "C", "O", "O", "O", "H", "H", "C", "C", "C", "O", "C", "C", "C", "O", "O", "O", "H", "H"], "positions_angstrom": [[-2.364186, -1.460605, -0.594225], [-0.371369, 0.280509, 2.394913], [1.044388, 0.199865, 2.653917], [1.836355, -1.051882, 2.139234], [3.056299, -1.021753, 2.225945], [1.093170, -2.028177, 1.397812], [-0.235983, -1.866763, 1.143596], [-1.013949, -0.699107, 1.690732], [-2.261245, -0.652257, 1.337385], [-0.889052, -2.617695, 0.321866], [1.671592, 1.092804, 3.203628], [-0.953505, 1.114936, 2.763683], [1.633334, -2.839970, 0.927618], [0.657310, -0.050788, -2.351773], [-0.653318, -0.307315, -2.210285], [-1.589020, 0.824324, -1.704295], [-2.808586, 0.438725, -1.525746], [-1.065592, 2.023200, -1.373820], [0.339891, 2.291037, -1.437546], [1.250551, 1.214455, -2.029953], [2.441517, 1.429930, -2.156361], [0.829417, 3.318643, -1.002023], [-1.213001, -1.473230, -2.252207], [1.258072, -0.856504, -2.757262], [-1.693088, 2.697617, -0.804831]], "forces_ev_per_a": [[1.578, 1.193, 0.480], [-0.146, -0.578, 0.213], [-0.141, 0.222, 0.121], [-0.112, 0.591, -0.752], [0.022, -0.379, 0.381], [0.309, -0.179, 0.576], [0.023, -0.190, -0.624], [-0.103, 0.548, -0.134], [-0.311, -0.367, -0.397], [-0.908, -0.070, -0.212], [0.043, -0.065, 0.245], [0.189, 0.171, -0.064], [0.002, 0.011, -0.048], [0.601, -0.359, -0.959], [-1.212, 0.541, 1.223], [0.109, -1.435, -0.269], [-0.261, -0.603, 0.531], [-0.198, 0.479, 0.327], [-0.509, 0.329, 0.214], [0.084, -0.617, -0.257], [0.499, 0.322, -0.148], [0.342, 0.395, -0.006], [-0.298, -0.308, -0.545], [0.367, 0.089, 0.274], [0.031, 0.256, -0.168]], "mulliken_charge": [0.411, -0.944, 0.465, 0.555, -0.683, -0.944, 1.012, 1.043, -0.898, -0.866, -0.695, 0.352, 0.358, -0.904, 1.170, 0.869, -0.884, -0.916, 0.612, 0.444, -0.689, -0.687, -0.844, 0.338, 0.324]}